{
  "formula": "C30H56FN7Si",
  "method": "wB97M-V/def2-TZVPD",
  "symbols": ["Si", "F", "N", "N", "N", "N", "N", "N", "N", "C", "C", "C", "C", "C", "C", "C", "C", "C", "C", "C", "C", "C", "C", "C", "C", "C", "C", "C", "C", "C", "C", "C", "C", "C", "C", "C", "C", "C", "C", "H", "H", "H", "H", "H", "H", "H", "H", "H", "H", "H", "H", "H", "H", "H", "H", "H", "H", "H", "H", "H", "H", "H", "H", "H", "H", "H", "H", "H", "H", "H", "H", "H", "H", "H", "H", "H", "H", "H", "H", "H", "H", "H", "H", "H", "H", "H", "H", "H", "H", "H", "H", "H", "H", "H", "H"],
  "xyz": [[-1.219, 0.889, 2.604], [-0.741, -0.696, 3.288], [-0.611, 3.884, -1.943], [1.743, -4.238, 0.421], [-0.037, 2.532, -1.885], [4.071, 1.173, -2.445], [-5.990, 0.938, 0.722], [-3.332, 4.739, 4.651], [2.004, -7.872, 2.845], [-1.607, 0.766, 0.683], [-4.866, -0.888, -2.440], [6.734, 0.163, -4.643], [1.922, -8.816, -0.626], [-4.173, 3.130, 6.757], [3.152, -4.405, 3.969], [4.952, 0.404, -2.914], [-6.005, 1.121, -0.526], [-1.686, 6.408, -2.394], [5.797, 0.524, -5.791], [1.263, -3.073, 2.900], [0.516, 7.250, -3.355], [1.142, -0.267, -3.815], [1.525, -3.710, 1.545], [0.566, 1.950, -2.827], [-3.714, 4.009, 5.606], [3.128, -9.698, -0.317], [1.293, 1.249, -3.963], [1.989, -7.689, 1.598], [-6.023, 1.342, -2.029], [6.014, -0.524, -3.481], [1.971, -7.467, 0.094], [-2.921, 1.449, 3.408], [-2.941, 4.580, 8.448], [2.561, -3.023, 3.708], [-1.099, 5.028, -2.147], [-0.981, 7.065, -3.582], [-6.072, -0.007, -2.750], [1.729, -0.797, -2.511], [-4.274, 3.963, 8.037], [-1.907, 1.858, 0.366], [5.540, -1.453, -3.817], [3.179, -9.955, 0.746], [3.426, -4.910, 3.037], [0.706, 7.862, -2.466], [1.876, -8.644, -1.707], [2.866, -6.907, -0.199], [-4.930, -1.828, -2.998], [2.367, -2.533, 4.668], [-2.758, 6.311, -2.600], [2.351, 1.533, -3.944], [0.973, 7.748, -4.216], [-5.128, 1.902, -2.322], [2.795, -0.553, -2.433], [-6.986, -0.545, -2.470], [-3.554, 2.043, 2.588], [1.215, -0.383, -1.638], [-3.462, 2.307, 6.889], [-0.140, 1.850, 2.895], [6.359, 0.986, -6.609], [-5.009, 4.765, 7.901], [-2.742, 2.140, 4.342], [-5.150, 2.699, 6.512], [-6.118, 0.166, -3.831], [3.064, -10.638, -0.875], [3.305, -2.414, 3.179], [7.228, 1.075, -4.287], [1.094, -6.868, -0.171], [5.294, -0.367, -6.182], [-1.568, 7.017, -1.492], [1.641, -0.760, -4.656], [1.027, 6.290, -3.228], [2.440, -5.040, 4.509], [4.062, -9.198, -0.597], [0.081, -0.541, -3.864], [-4.815, -1.145, -1.377], [1.624, -1.886, -2.463], [-3.488, 0.452, 3.638], [-2.593, 0.100, 0.626], [-3.054, 5.141, 9.381], [-3.932, -0.388, -2.720], [-4.637, 3.327, 8.851], [7.519, -0.502, -5.021], [-2.182, 3.805, 8.606], [1.008, -9.354, -0.347], [-1.435, 8.044, -3.771], [0.502, -3.656, 3.431], [-0.706, 0.318, 0.085], [5.032, 1.242, -5.477], [0.873, -2.061, 2.752], [-2.568, 5.279, 7.693], [6.730, -0.775, -2.691], [-6.900, 1.942, -2.294], [4.061, -4.323, 4.572], [-1.131, 6.461, -4.485], [0.870, 1.577, -4.918]],
  "largest_force_ev_per_a": 16.0,
  "gap_ev": 5.73,
  "multiplicity": 1,
  "energy_ha": -1948.9476
}

{
  "formula": "C30H57BN3O12",
  "method": "wB97M-V/def2-TZVPD",
  "symbols": ["O", "O", "O", "O", "O", "O", "O", "O", "O", "O", "O", "O", "N", "N", "N", "C", "C", "C", "C", "C", "C", "C", "C", "C", "C", "C", "C", "C", "C", "C", "C", "C", "C", "C", "C", "C", "C", "C", "C", "C", "C", "C", "C", "C", "C", "B", "H", "H", "H", "H", "H", "H", "H", "H", "H", "H", "H", "H", "H", "H", "H", "H", "H", "H", "H", "H", "H", "H", "H", "H", "H", "H", "H", "H", "H", "H", "H", "H", "H", "H", "H", "H", "H", "H", "H", "H", "H", "H", "H", "H", "H", "H", "H", "H", "H", "H", "H", "H", "H", "H", "H", "H", "H"],
  "xyz": [[2.885, -0.578, -1.151], [-7.441, 2.797, -0.334], [8.948, -1.715, -5.030], [6.948, -1.495, -6.056], [4.220, -1.863, 4.531], [2.245, -0.792, 4.321], [1.121, -0.363, -2.743], [3.943, 0.132, 5.486], [1.659, 3.409, 2.528], [-7.547, 1.931, -2.412], [-7.290, 4.132, -2.150], [7.137, -0.996, -3.886], [0.710, 2.692, 0.032], [2.841, 2.121, -0.549], [2.508, 2.912, 1.558], [-5.508, 0.413, 0.353], [4.826, -0.707, -3.213], [-7.061, 3.862, -3.545], [3.360, -0.837, 4.736], [2.173, -3.211, 2.473], [-7.427, 2.941, -1.513], [-3.213, -2.524, -0.688], [5.169, -0.406, 6.006], [-3.474, 1.740, 1.246], [5.853, -0.513, -4.302], [2.018, 2.601, 0.388], [6.337, -2.604, 5.476], [-4.893, -0.661, -0.545], [5.528, -1.440, 4.965], [-4.344, -1.902, 0.158], [-7.747, 2.525, -3.702], [-0.999, 2.082, 1.815], [2.043, 1.810, -1.768], [-2.274, -3.431, 0.158], [1.072, -3.796, 1.604], [2.172, -1.225, -0.074], [-0.933, -2.698, 0.368], [5.619, -1.327, -5.554], [-0.250, -3.001, 1.725], [-4.683, 0.843, 1.554], [-7.614, 4.965, -4.411], [-2.230, 1.172, 1.905], [-0.038, 1.570, 0.735], [0.757, 2.534, -1.438], [7.799, -1.432, -4.996], [2.012, 0.199, -1.898], [-1.097, -1.625, 0.308], [-5.077, -2.695, 0.270], [-8.684, 5.090, -4.242], [1.117, -1.363, -0.294], [1.375, -3.793, 0.562], [-5.635, 1.291, -0.264], [-3.927, -1.684, 1.138], [3.851, -0.349, -3.539], [3.009, -3.895, 2.569], [-7.445, 4.749, -5.466], [-0.082, -2.056, 2.233], [-2.602, -1.756, -1.152], [0.867, -4.801, 1.947], [-1.972, 0.188, 1.511], [-6.506, 0.148, 0.673], [6.028, -0.978, 4.109], [-2.444, 1.017, 2.956], [-7.307, 1.906, -4.480], [4.995, -0.820, -6.286], [2.535, 2.157, -2.670], [-0.612, 0.989, 0.020], [4.966, -0.844, 6.986], [3.494, 2.777, 1.734], [2.538, -2.264, 2.099], [-7.138, 5.915, -4.169], [5.917, 0.376, 6.110], [1.070, -1.318, -2.556], [2.196, 4.037, 3.043], [-5.696, -0.995, -1.198], [-1.249, 3.125, 1.659], [5.118, -0.171, -2.311], [-4.336, 0.019, 2.169], [3.706, 2.631, -0.678], [6.467, -3.351, 4.694], [-8.821, 2.618, -3.878], [-4.124, -0.275, -1.208], [-3.627, 2.708, 1.714], [-2.780, -3.598, 1.100], [7.320, -2.273, 5.810], [4.740, -1.759, -2.939], [1.804, -3.045, 3.474], [-5.351, 1.420, 2.184], [-3.333, 1.937, 0.183], [0.658, 0.889, 1.217], [-0.945, -3.568, 2.330], [-0.473, 2.020, 2.761], [-0.152, 2.222, -1.924], [-5.981, 3.769, -3.693], [-2.109, -4.343, -0.399], [-3.695, -3.093, -1.476], [2.260, -0.649, 0.842], [-0.307, -3.000, -0.466], [5.200, -2.315, -5.344], [0.923, 3.548, -1.806], [2.631, -2.188, 0.100], [5.827, -3.094, 6.306], [5.957, 0.550, -4.541]],
  "largest_force_ev_per_a": 2.2,
  "gap_ev": 9.18,
  "total_charge": 1,
  "multiplicity": 1,
  "energy_ha": -2269.1135
}

{
  "formula": "C30H57CsGeN5O6P2S4Si3",
  "method": "wB97M-V/def2-TZVPD",
  "symbols": ["Cs", "Ge", "S", "S", "S", "S", "P", "P", "Si", "Si", "Si", "O", "O", "O", "O", "O", "O", "N", "N", "N", "N", "N", "C", "C", "C", "C", "C", "C", "C", "C", "C", "C", "C", "C", "C", "C", "C", "C", "C", "C", "C", "C", "C", "C", "C", "C", "C", "C", "C", "C", "C", "C", "H", "H", "H", "H", "H", "H", "H", "H", "H", "H", "H", "H", "H", "H", "H", "H", "H", "H", "H", "H", "H", "H", "H", "H", "H", "H", "H", "H", "H", "H", "H", "H", "H", "H", "H", "H", "H", "H", "H", "H", "H", "H", "H", "H", "H", "H", "H", "H", "H", "H", "H", "H", "H", "H", "H", "H", "H"],
  "xyz": [[-0.131, 0.056, 0.315], [2.807, -0.427, -1.680], [-2.512, -2.109, -4.672], [-2.849, -2.464, -0.365], [-3.775, -3.883, -2.738], [-1.341, -0.342, -2.631], [1.093, -2.378, 2.699], [-1.245, -0.901, 3.673], [4.536, 1.138, -1.257], [3.980, -2.440, -1.360], [2.810, -0.426, -4.037], [0.822, 3.376, 2.462], [1.338, 2.085, 0.676], [-3.975, -4.204, -5.345], [-0.974, 0.229, 2.766], [0.959, -2.028, 1.278], [-0.309, -2.189, 3.533], [-0.939, -0.435, 5.234], [1.386, -3.955, 3.033], [2.187, -1.422, 3.451], [-1.462, 2.611, 0.108], [-2.735, -1.551, 3.465], [1.902, -4.786, 1.951], [2.464, -1.673, 4.854], [-2.260, -1.669, -2.985], [-2.883, -2.552, -2.038], [-2.824, 4.493, -0.625], [-3.018, -2.975, 3.382], [-1.849, 5.379, -0.090], [4.778, 1.304, 0.609], [-3.544, 2.196, -0.984], [-4.679, 2.648, -1.597], [4.410, -0.394, -5.054], [6.289, 0.898, -1.933], [1.875, 1.081, -4.690], [2.773, -3.884, -1.599], [-0.761, 4.870, 0.534], [-4.915, 4.035, -1.741], [-3.742, -0.725, 2.798], [-1.114, 0.969, 5.588], [-2.590, 3.116, -0.485], [2.316, -0.006, 3.059], [1.882, -1.948, -4.672], [0.662, 2.913, 1.315], [-3.571, -3.498, -4.450], [-1.314, -1.351, 6.294], [-0.589, 3.450, 0.599], [-4.005, 4.937, -1.266], [5.478, -2.943, -2.402], [4.615, -2.578, 0.422], [0.775, -4.699, 4.112], [3.989, 2.844, -1.848], [-0.082, -5.284, 3.757], [1.103, -5.407, 1.533], [4.141, -0.436, -6.117], [1.686, -1.254, 5.507], [5.848, -3.910, -2.034], [-1.106, -2.385, 6.012], [3.888, 1.753, 1.053], [-4.695, -0.804, 3.331], [6.737, -0.020, -1.542], [-5.392, 1.933, -1.989], [-1.994, 6.451, -0.177], [-2.152, 1.187, 5.875], [2.302, -4.172, 1.150], [0.959, -2.127, -4.117], [-3.332, 1.138, -0.887], [-0.469, 1.197, 6.440], [0.894, 1.185, -4.226], [3.016, 3.085, -1.415], [3.901, 2.885, -2.937], [3.418, -1.212, 5.115], [-0.003, 5.491, 0.991], [5.076, -1.231, -4.828], [-3.428, 0.316, 2.775], [6.317, 0.832, -3.023], [5.214, -3.060, -3.457], [4.936, -3.611, 0.620], [1.791, -3.673, -1.172], [2.502, -2.846, -4.588], [3.174, -4.807, -1.156], [5.480, -1.924, 0.563], [1.503, -5.393, 4.545], [2.156, 0.125, 1.989], [-5.815, 4.381, -2.237], [6.288, -2.213, -2.344], [-2.290, -3.550, 3.951], [2.434, 2.001, -4.497], [4.718, 3.600, -1.530], [-3.874, -1.054, 1.763], [2.620, -4.069, -2.667], [-0.828, 1.608, 4.754], [-2.381, -1.274, 6.542], [-4.172, 6.004, -1.370], [-0.733, -1.136, 7.194], [2.699, -5.431, 2.329], [5.646, 1.946, 0.811], [1.733, 0.985, -5.775], [-4.009, -3.171, 3.802], [4.946, 0.335, 1.084], [0.431, -4.038, 4.905], [-3.007, -3.324, 2.346], [1.606, 0.628, 3.595], [3.871, -2.288, 1.169], [4.972, 0.528, -4.883], [1.631, -1.811, -5.731], [2.551, -2.744, 5.042], [3.333, 0.322, 3.276], [6.915, 1.742, -1.614]],
  "largest_force_ev_per_a": 2.4,
  "gap_ev": [4.12, 4.12],
  "total_charge": -2,
  "multiplicity": 2,
  "e_above_lowest_kcal_mol": 49.8,
  "energy_ha": -7143.9245
}

{
  "formula": "C30H57F9O15",
  "method": "wB97M-V/def2-TZVPD",
  "symbols": ["F", "F", "F", "F", "F", "F", "F", "F", "F", "O", "O", "O", "O", "O", "O", "O", "O", "O", "O", "O", "O", "O", "O", "O", "C", "C", "C", "C", "C", "C", "C", "C", "C", "C", "C", "C", "C", "C", "C", "C", "C", "C", "C", "C", "C", "C", "C", "C", "C", "C", "C", "C", "C", "C", "H", "H", "H", "H", "H", "H", "H", "H", "H", "H", "H", "H", "H", "H", "H", "H", "H", "H", "H", "H", "H", "H", "H", "H", "H", "H", "H", "H", "H", "H", "H", "H", "H", "H", "H", "H", "H", "H", "H", "H", "H", "H", "H", "H", "H", "H", "H", "H", "H", "H", "H", "H", "H", "H", "H", "H", "H"],
  "xyz": [[5.356, -1.974, -5.111], [-7.095, -2.630, 0.744], [3.940, -2.749, -3.687], [-7.264, -0.838, 1.939], [-5.675, -1.028, 0.500], [2.310, -2.147, -1.280], [2.887, -2.782, 0.674], [5.947, -3.471, -3.643], [1.177, -3.667, -0.263], [1.439, -0.341, 0.745], [-6.284, -2.022, -4.159], [-4.609, -1.676, 2.990], [3.215, 2.118, 3.866], [-4.459, -2.609, -1.983], [4.996, -1.280, -1.784], [-3.737, -5.217, -0.786], [-1.190, 3.703, 0.827], [-5.763, -3.562, 2.701], [3.215, 4.186, 1.811], [-0.240, -1.809, 0.721], [5.283, 0.627, 2.216], [0.805, 3.513, -1.254], [2.473, 5.247, -2.996], [6.530, -0.507, -3.202], [-5.135, -5.297, -0.574], [0.702, 2.529, -0.244], [1.842, -2.543, -0.108], [-6.423, -1.687, 1.384], [0.066, 3.091, 1.016], [4.419, 3.565, 2.218], [4.260, 3.039, 3.630], [3.013, 1.054, 2.955], [1.643, 3.033, -2.287], [-1.217, -0.999, 1.394], [-0.973, -0.881, 2.881], [5.210, -0.220, -0.846], [-5.468, -2.299, 2.443], [-3.815, -5.011, 3.088], [-3.155, -3.071, -1.693], [0.985, -1.416, 0.503], [6.399, -0.208, 2.262], [-7.615, -1.891, -4.558], [4.118, 0.826, -1.069], [-1.149, 5.021, 0.347], [5.676, -1.282, -2.900], [-5.968, -1.135, -3.110], [5.199, -2.381, -3.872], [-3.195, -3.955, -0.453], [3.330, 4.899, 0.602], [-5.022, -4.285, 3.693], [4.145, 0.051, 2.834], [-4.544, -1.369, -2.623], [1.769, 4.093, -3.374], [1.657, 6.263, -2.433], [-1.246, 0.039, 1.045], [4.367, -0.369, 3.826], [-0.264, -0.078, 3.074], [5.228, 4.316, 2.239], [3.126, 0.387, -1.188], [4.827, 2.888, 1.463], [-0.263, 5.570, 0.687], [-5.358, -5.173, 0.490], [2.316, 6.989, -1.965], [0.970, 5.880, -1.677], [5.012, -0.628, 0.144], [-1.935, -0.652, 3.340], [-2.151, -1.427, 1.037], [-6.063, -0.105, -3.477], [4.346, 1.378, -1.984], [6.189, 0.246, -0.851], [-7.831, -2.575, -5.381], [-2.851, -3.664, -2.560], [-3.751, -3.432, 0.334], [2.521, 5.631, 0.588], [-0.073, 2.231, 1.683], [-7.883, -0.883, -4.894], [1.716, 2.201, 0.028], [-5.688, -4.994, 4.169], [-4.171, -5.702, 2.321], [4.272, 5.450, 0.556], [-3.835, -1.370, -3.461], [-4.629, -3.572, 4.417], [3.163, 4.299, -0.294], [-6.662, -1.295, -2.275], [-4.302, -0.519, -1.971], [-8.320, -2.210, -3.777], [0.214, 1.626, -0.629], [3.908, -0.839, 2.235], [-5.447, -6.288, -0.905], [-5.721, -4.575, -1.147], [-2.188, -4.109, -0.061], [7.197, 0.120, 1.598], [-0.562, -1.778, 3.348], [2.653, 2.853, -1.916], [0.702, 3.730, 1.637], [2.829, 1.484, 1.965], [1.023, 6.702, -3.211], [4.103, 3.852, 4.333], [4.012, 1.514, -0.229], [1.178, 2.152, -2.744], [-1.181, 5.083, -0.745], [0.761, 4.338, -3.741], [-3.273, -5.560, 3.856], [5.222, 2.563, 3.857], [2.089, 0.581, 3.279], [6.872, -0.248, 3.254], [-3.083, -4.387, 2.576], [6.153, -1.253, 2.033], [2.260, 3.659, -4.250], [-2.033, 5.536, 0.729], [-2.474, -2.232, -1.498]],
  "largest_force_ev_per_a": 2.1,
  "gap_ev": 10.02,
  "multiplicity": 1,
  "e_above_lowest_kcal_mol": 0.0,
  "energy_ha": -3204.5396
}